No. 1
ClF3Mg2 | ωB97M-V/def2-TZVPD

XYZ file:
```
6
ClF3Mg2, DFT ωB97M-V/def2-TZVPD
Mg -46.705 -4.376 -22.761
Mg -44.295 -4.619 -24.431
F -47.002 -4.259 -20.914
F -45.345 -3.249 -23.438
F -45.635 -5.804 -23.703
Cl -48.683 -4.190 -24.280
```

LUMO level, hartree: -0.1708
F_max, eV Å⁻¹: 3.47
ΔE to the lowest compared entry with this formula, charge and spin, eV: 0.000
Net charge: 0
Gap between HOMO and LUMO, eV: 4.0
E_HOMO, eV: -8.6888

Atom charges from the Löwdin analysis, given in e for atoms 1 to 4:
1 Mg 0.488
2 Mg 1.343
3 F -0.573
4 F -0.472

=====

No. 2
ClFH2NP | ωB97M-V/def2-TZVPD

XYZ file:
```
6
ClFH2NP, DFT ωB97M-V/def2-TZVPD
N -0.188 -0.279 -0.254
P -0.633 -1.864 -0.714
F 0.864 -2.346 -0.133
Cl -0.317 -1.851 -2.573
H -0.920 0.338 -0.398
H 0.050 -0.375 0.760
```

LUMO level, hartree: 0.0335
F_max, eV Å⁻¹: 4.71
ΔE to the lowest compared entry with this formula, charge and spin, eV: 0.515
Structure (SMILES): NP(F)Cl
Net charge: 0
Gap between HOMO and LUMO, eV: 10.4
E_HOMO, eV: -9.5125

Atom charges from the Löwdin analysis, given in e for atoms 1 to 4:
1 N -0.237
2 P 0.276
3 F -0.397
4 Cl 0.323

=====

No. 3
ClFHOPS2 | ωB97M-V/def2-TZVPD

XYZ file:
```
7
ClFHOPS2, DFT ωB97M-V/def2-TZVPD
O -0.874 -0.577 1.406
F 0.133 0.387 -1.604
P 0.466 -1.367 1.038
S 1.407 2.911 -0.735
S 0.482 1.317 -0.266
Cl -0.094 -2.475 -0.659
H -1.519 -0.196 0.819
```

LUMO level (alpha / beta), hartree: -0.0748 / -0.0371
F_max, eV Å⁻¹: 1.22
ΔE to the lowest compared entry with this formula, charge and spin, eV: 2.713
Net charge: 0
Gap between HOMO and LUMO (alpha / beta), eV: 6.0 / 8.0
E_HOMO (alpha / beta), eV: -8.0122 / -8.9974

Atom charges from the Löwdin analysis, given in e for atoms 1 to 4:
1 O -0.519
2 F -0.549
3 P 0.477
4 S 0.182

=====

No. 4
ClFHP | ωB97M-V/def2-TZVPD

XYZ file:
```
4
ClFHP, DFT ωB97M-V/def2-TZVPD
F -2.295 -0.220 0.715
P -1.006 -0.643 -0.247
Cl 2.991 -0.159 0.206
H -0.447 -1.859 0.368
```

LUMO level (alpha / beta), hartree: -0.1508 / -0.0567
F_max, eV Å⁻¹: 1.91
ΔE to the lowest compared entry with this formula, charge and spin, eV: 3.604
Net charge: 0
Gap between HOMO and LUMO (alpha / beta), eV: 5.0 / 9.5
E_HOMO (alpha / beta), eV: -9.1320 / -11.0741

Charges computed using Löwdin, reported in e:
1 F -0.513
2 P 0.739
3 Cl -0.056
4 H -0.170

=====

Among the records above, which one has the highest ΔE to the lowest compared entry with this formula, charge and spin? ClFHP

=====

Look up the net charge of the first one. 0